55
Properties=species:S:1:pos:R:3:nbo_charge:R:1 method="wB97M-V/def2-TZVPD" total_charge=0 homo_energy_ha=-0.31694
Ir 0.56891 -0.76729 0.98397 1.2295
N -3.23104 -0.04202 -0.37666 -0.8581
C -2.56526 -0.71824 0.74135 -0.0837
C -2.64392 -0.07371 2.12501 -0.4303
C -1.67452 -0.74144 3.12287 -0.0389
N -0.23206 -0.36677 2.91610 -0.7873
C -1.86898 -2.25923 3.09410 -0.4268
C -1.81696 -2.85527 1.68659 -0.0423
N -0.44276 -2.68846 1.16606 -0.7646
C -2.82853 -2.19829 0.76308 -0.4156
H -3.22282 0.96266 -0.23709 0.3872
H -4.19192 -0.33745 -0.50940 0.3718
H -1.65833 -0.15591 -1.49153 0.5721
H -1.53203 -0.61136 0.47428 0.2059
H -3.65390 -0.16767 2.53989 0.2091
H -2.40572 0.98849 2.04770 0.2507
H -1.93515 -0.38639 4.12305 0.2095
H 0.33027 -0.76087 3.66644 0.3958
H -0.15278 0.65943 3.01845 0.4491
H -2.85023 -2.47994 3.51969 0.2307
H -1.13408 -2.75303 3.73831 0.2136
H -2.03880 -3.92430 1.74606 0.2050
H -0.30917 -3.23229 0.31530 0.4002
H 0.21309 -3.08128 1.84068 0.4149
H -3.84123 -2.43497 1.10770 0.2102
H -2.72364 -2.60724 -0.24737 0.2208
O 1.00965 3.03455 0.22566 -0.9546
S 0.59650 1.97836 1.09439 2.5714
O 0.10031 2.39092 2.39879 -1.0052
O -0.45366 1.05111 0.44974 -1.0371
O 1.70721 0.91666 1.27035 -0.9350
C 2.86641 4.88101 -2.76268 -0.6346
C 2.26194 3.51043 -2.67952 0.0392
C 3.03372 2.42330 -2.27612 -0.1888
C 2.46931 1.17422 -2.11653 -0.1835
C 1.11553 1.00938 -2.37708 -0.2948
C 0.32568 2.06917 -2.78922 -0.1686
C 0.90979 3.31430 -2.94013 -0.2029
S 0.48716 -0.62002 -2.26083 2.3407
O 0.82768 -1.37282 -3.42673 -0.8982
O -1.04316 -0.40462 -2.24849 -0.9345
N 0.97131 -1.31722 -0.95326 -0.9546
C 2.05829 -2.31206 -1.05554 -0.3470
C 2.62056 -2.65764 0.33040 0.7657
O 3.54404 -3.43089 0.40727 -0.6068
O 2.05282 -2.09028 1.37246 -0.7150
H 3.90998 4.83771 -3.07298 0.2186
H 2.83035 5.35630 -1.78009 0.2379
H 2.32181 5.51504 -3.46153 0.2166
H 4.08365 2.56513 -2.05377 0.2180
H 3.07094 0.34485 -1.76808 0.2260
H -0.72799 1.92557 -2.98015 0.2283
H 0.29904 4.15407 -3.24761 0.2153
H 2.88631 -1.96795 -1.67500 0.2315
H 1.70639 -3.24576 -1.49835 0.2234